Version P
{
  "formula": "C2H6N4S2",
  "method": "ωB97M-V with the def2-TZVPD basis set",
  "lumo_energy_ev": 0.199,
  "gap_ev": 8.92,
  "charge": 0,
  "spin_multiplicity": 1,
  "elements": ["C", "C", "H", "H", "H", "H", "H", "H", "N", "N", "N", "N", "S", "S"],
  "positions_angstrom": [[1.8215, -0.0537, 0.2738], [-2.0580, -0.0777, 0.0093], [3.9995, 0.4317, -0.4728], [3.3950, -1.3914, -0.1275], [2.1477, 1.8899, 0.6096], [-3.7350, -1.2908, -0.5480], [-3.9807, 0.5075, -0.4639], [-0.7864, 1.2543, 0.2433], [3.1219, -0.3626, -0.1618], [1.3550, 1.0650, 0.6017], [-3.3468, -0.3571, -0.2803], [-1.7501, 1.2043, -0.1201], [0.7805, -1.4052, -0.3527], [-0.9640, -1.4142, 0.7894]]
}

***

Version Q
{
  "formula": "C2H6N4S2",
  "method": "ωB97M-V with the def2-TZVPD basis set",
  "lumo_energy_ev": 0.537,
  "gap_ev": 9.34,
  "charge": 0,
  "spin_multiplicity": 1,
  "elements": ["C", "C", "H", "H", "H", "H", "H", "H", "N", "N", "N", "N", "S", "S"],
  "positions_angstrom": [[-0.5057, -0.1434, 0.0085], [1.6080, -1.1364, 0.2558], [-3.5155, 0.5390, 1.1577], [-1.8549, -1.5846, -0.1580], [-1.2340, 1.7146, -0.5153], [1.9704, 1.6550, -0.5685], [2.0480, -2.0201, 0.8693], [3.2898, -0.8228, -0.5906], [-1.8566, -0.5641, -0.1150], [-0.3487, 1.2021, -0.2220], [0.2498, -1.0952, 0.3971], [2.3724, -0.4717, -0.5917], [-3.1860, 0.4654, -0.1237], [0.9631, 2.2623, 0.1964]]
}

***

Version R
{
  "formula": "C2H6N4S2",
  "method": "ωB97M-V with the def2-TZVPD basis set",
  "lumo_energy_ev": -0.145,
  "gap_ev": 8.33,
  "charge": 0,
  "spin_multiplicity": 1,
  "elements": ["C", "C", "N", "N", "N", "N", "S", "S", "H", "H", "H", "H", "H", "H"],
  "positions_angstrom": [[-0.7045, 0.4576, 0.2657], [0.7848, 0.1668, 0.5550], [-0.9465, -0.0303, -1.1975], [-0.2001, -0.9368, -1.5631], [-1.6712, -0.1533, 1.0826], [1.6860, 1.1114, -0.0137], [-0.1073, -1.7553, -2.9561], [1.0498, -1.5485, -0.2850], [-1.0074, 1.5915, 0.1363], [0.9789, 0.0672, 1.5671], [-2.5128, 0.3584, 1.4656], [-1.5545, -1.0745, 1.5980], [2.6136, 0.7495, 0.3080], [1.5913, 0.9961, -0.9628]]
}

***

Most stable structure - version Q; separation to the second - 0.120 eV.

***

Version P
{
  "formula": "C5H10N3O",
  "method": "ωB97M-V with the def2-TZVPD basis set",
  "lumo_energy_ev": -5.950,
  "gap_ev": 9.24,
  "charge": 1,
  "spin_multiplicity": 1,
  "elements": ["C", "C", "C", "C", "C", "N", "N", "N", "O", "H", "H", "H", "H", "H", "H", "H", "H", "H", "H"],
  "positions_angstrom": [[-2.3178, -1.3390, -0.1257], [-0.7931, 1.0325, 0.0589], [1.8838, -0.6733, 0.3510], [0.3405, 0.8958, -0.9579], [1.6963, 0.7089, -0.2803], [-2.8165, -0.0349, -0.5273], [-2.0339, 0.8864, -0.3856], [-1.2938, -1.3224, 0.5550], [-0.3828, 1.5060, 1.1396], [-3.1228, -2.1177, -0.4507], [2.9925, -0.7535, 0.7107], [1.6519, -1.5391, -0.2166], [1.3998, -0.6780, 1.3057], [0.0817, -0.0041, -1.6420], [0.4107, 1.7390, -1.5894], [2.4394, 1.1958, -0.9809], [1.7798, 1.4192, 0.4526], [-0.8270, -2.2070, 0.7294], [-1.0889, 1.2854, 1.8534]]
}

***

Version Q
{
  "formula": "C5H10N3O",
  "method": "ωB97M-V with the def2-TZVPD basis set",
  "lumo_energy_ev": [-5.020, -5.177],
  "gap_ev": [7.33, 7.42],
  "charge": 1,
  "spin_multiplicity": 1,
  "elements": ["C", "C", "C", "C", "C", "N", "N", "N", "O", "H", "H", "H", "H", "H", "H", "H", "H", "H", "H"],
  "positions_angstrom": [[-2.7241, -0.9187, 0.2284], [-1.3625, -1.0745, 0.5035], [1.4149, -0.2268, 1.1809], [1.5800, -0.0843, -1.7750], [0.5314, 0.4512, 0.2652], [-2.9037, 0.2659, -0.3299], [-1.7382, 0.8489, -0.3910], [-0.7761, 0.0728, 0.2357], [0.6307, 1.8397, 0.0611], [-3.6099, -1.5991, 0.2654], [-0.9514, -1.8321, 1.1985], [1.3043, -1.3418, 1.1676], [1.2258, -0.0650, 2.3555], [2.4944, -0.0405, 1.1069], [2.5057, 0.1710, -1.4981], [1.3722, -1.0773, -1.9874], [1.0595, 0.6798, -2.2966], [-1.6893, 1.8358, -0.5492], [1.6363, 2.0949, 0.2584]]
}

***

Version R
{
  "formula": "C5H10N3O",
  "method": "ωB97M-V with the def2-TZVPD basis set",
  "lumo_energy_ev": [-5.125, -5.124],
  "gap_ev": [8.10, 8.10],
  "charge": 1,
  "spin_multiplicity": 1,
  "elements": ["C", "C", "C", "C", "C", "N", "N", "N", "O", "H", "H", "H", "H", "H", "H", "H", "H", "H", "H"],
  "positions_angstrom": [[1.6963, -0.6846, -0.8155], [1.1916, -1.8099, -0.0363], [-0.2031, 0.6362, -1.0706], [-2.2693, 1.2593, -0.1494], [-0.3617, 1.2130, 1.1982], [0.3262, -1.5815, 0.8695], [1.1210, 0.4126, -1.0825], [-0.8658, 1.0664, -0.1281], [1.5356, -3.1144, -0.3669], [2.6578, -0.8027, -1.2945], [-2.6934, 1.3266, -1.1071], [-2.7159, 0.4756, 0.3778], [-2.3184, 2.2389, 0.5032], [-1.0990, 0.6738, 1.8685], [0.6873, 0.8302, 1.0759], [-0.5435, 2.2628, 1.4558], [0.1195, -2.4847, 1.3058], [1.6116, 1.1669, -1.4720], [2.1233, -3.0845, -1.1318]]
}

***

Version S
{
  "formula": "C5H10N3O",
  "method": "ωB97M-V with the def2-TZVPD basis set",
  "lumo_energy_ev": [-5.685, -5.687],
  "gap_ev": [6.96, 6.96],
  "charge": 1,
  "spin_multiplicity": 1,
  "elements": ["C", "C", "C", "C", "C", "N", "N", "N", "O", "H", "H", "H", "H", "H", "H", "H", "H", "H", "H"],
  "positions_angstrom": [[0.0148, 2.2552, 0.6925], [0.4569, 1.8852, 1.7418], [-1.1074, -1.6469, -0.1122], [-0.4928, -0.3319, -2.3165], [-0.5890, -0.3643, -0.7795], [1.6440, -0.5792, 0.1135], [0.7296, 0.0242, -0.2331], [1.1000, 1.3097, 2.6858], [2.7101, -0.8811, 0.4534], [-0.5905, 2.5398, -0.1499], [-1.8667, -2.1062, -0.7254], [-1.2156, -1.5170, 0.9865], [-0.2476, -2.3275, -0.0581], [0.2487, -1.1123, -2.6701], [-0.2869, 0.7688, -2.6201], [-1.5322, -0.6912, -2.7675], [-1.2867, 0.3964, -0.5633], [1.8870, 1.7873, 3.2733], [0.4243, 0.5909, 3.0489]]
}

***

Most stable structure - version R; separation to the second - 0.058 eV.

***

Version P
{
  "formula": "C4H7ClOS",
  "method": "ωB97M-V with the def2-TZVPD basis set",
  "lumo_energy_ev": 0.182,
  "gap_ev": 9.85,
  "charge": 0,
  "spin_multiplicity": 1,
  "elements": ["C", "C", "C", "C", "H", "H", "H", "H", "H", "H", "H", "O", "S", "Cl"],
  "positions_angstrom": [[-0.1205, 0.1635, -0.2511], [1.0416, 0.5284, 0.4171], [-1.4501, 0.6491, 0.2125], [-0.7922, -1.3149, -0.3239], [1.0529, -0.6071, -2.1042], [0.8026, 1.7495, 0.6171], [1.9167, 0.3404, -0.0974], [-1.1661, 0.7055, 1.3471], [-1.6378, 1.8124, -0.3128], [-0.8391, -1.6258, -1.2825], [-0.4004, -1.9731, 0.4661], [-2.1556, -0.7102, -0.1054], [0.2284, 0.6821, -2.0221], [1.2817, -0.3407, 2.0139]]
}

***

Version Q
{
  "formula": "C4H7ClOS",
  "method": "ωB97M-V with the def2-TZVPD basis set",
  "lumo_energy_ev": 0.667,
  "gap_ev": 9.67,
  "charge": 0,
  "spin_multiplicity": 1,
  "elements": ["C", "C", "C", "C", "O", "S", "Cl", "H", "H", "H", "H", "H", "H", "H"],
  "positions_angstrom": [[-1.2946, -1.1842, -0.1847], [-0.4441, -2.3418, -0.3545], [1.5768, 2.1334, 0.0998], [-0.5751, 0.3050, 0.3136], [-2.4768, -1.0833, -0.1707], [0.7637, 0.7832, -0.8046], [-1.9203, 1.4840, 0.2287], [0.2660, -2.0458, -1.1219], [0.0041, -2.7095, 0.6933], [-1.1176, -3.1181, -0.5775], [2.4786, 2.4801, -0.5791], [1.8500, 1.9459, 1.1061], [0.9396, 3.0866, 0.0571], [-0.0505, 0.2644, 1.2943]]
}

***

Most stable structure - version Q; separation to the second - 2.756 eV.

***

Version P
{
  "formula": "C5H7N2O2",
  "method": "ωB97M-V with the def2-TZVPD basis set",
  "lumo_energy_ev": -3.322,
  "gap_ev": 10.36,
  "charge": 1,
  "spin_multiplicity": 1,
  "elements": ["C", "C", "C", "C", "C", "N", "N", "O", "O", "H", "H", "H", "H", "H", "H", "H"],
  "positions_angstrom": [[0.6429, 0.5740, -0.7982], [-0.6338, 0.6787, -1.2453], [-0.7194, 0.2795, 0.8953], [-1.1899, -2.7125, -0.2090], [1.6161, 0.2955, 1.4891], [0.5556, 0.3386, 0.5393], [-1.4486, 0.3808, -0.2013], [-0.7363, -3.6215, -0.7539], [-1.2149, 0.7899, -2.4103], [1.5099, 1.0726, -1.1919], [-1.0155, 0.0948, 1.9940], [1.7497, -0.6221, 2.1991], [2.5409, 0.3660, 0.9143], [1.4495, 1.1772, 2.0738], [-2.4567, 0.1250, -0.1527], [-0.6494, 0.7832, -3.1423]]
}

***

Version Q
{
  "formula": "C5H7N2O2",
  "method": "ωB97M-V with the def2-TZVPD basis set",
  "lumo_energy_ev": -5.108,
  "gap_ev": 9.22,
  "charge": 1,
  "spin_multiplicity": 1,
  "elements": ["C", "C", "C", "C", "C", "N", "N", "O", "O", "H", "H", "H", "H", "H", "H", "H"],
  "positions_angstrom": [[-1.8686, -1.0344, -0.0109], [-2.2208, 0.2238, -0.1128], [-0.5136, -1.3791, 0.0906], [0.0041, 1.0825, 0.3544], [2.6499, 0.0321, -0.3041], [-1.3371, 1.2421, 0.0591], [0.3921, -0.4483, 0.2547], [0.7724, 1.9423, 0.5526], [1.6929, -0.7908, 0.3020], [-2.6335, -1.8087, 0.0602], [-3.3380, 0.5580, -0.1763], [-0.2683, -2.5282, 0.0928], [2.5265, 0.0337, -1.3210], [3.5350, -0.3281, 0.0389], [2.3861, 0.9909, 0.0474], [-1.7792, 2.2123, 0.0726]]
}

***

Most stable structure - version P; separation to the second - 2.242 eV.

***

Version P
{
  "formula": "C3H3NO2",
  "method": "ωB97M-V with the def2-TZVPD basis set",
  "lumo_energy_ev": -0.033,
  "gap_ev": 10.89,
  "charge": 0,
  "spin_multiplicity": 1,
  "elements": ["O", "C", "C", "O", "C", "N", "H", "H", "H"],
  "positions_angstrom": [[0.0900, 1.2931, -0.6889], [0.2849, 0.1699, 0.1099], [-1.0165, -0.6069, 0.0382], [-2.0078, 0.0814, -0.0765], [1.6434, -0.3813, -0.0998], [2.7693, -0.6453, -0.1438], [-0.8796, 1.4508, -0.5257], [0.1632, 0.3343, 1.2310], [-1.0469, -1.6961, 0.1555]]
}

***

Version Q
{
  "formula": "C3H3NO2",
  "method": "ωB97M-V with the def2-TZVPD basis set",
  "lumo_energy_ev": 0.151,
  "gap_ev": 11.47,
  "charge": 0,
  "spin_multiplicity": 1,
  "elements": ["C", "C", "C", "H", "H", "H", "N", "O", "O"],
  "positions_angstrom": [[-0.2688, -0.4913, -0.2769], [-0.7078, 0.9755, -0.4097], [-0.0103, -0.7664, 1.1697], [1.1654, 0.1133, -1.3825], [-1.1170, -1.1033, -0.5887], [-1.6122, 1.2635, 0.1357], [0.1996, -0.9413, 2.2920], [0.8405, -0.7481, -1.0555], [-0.0795, 1.7493, -1.0829]]
}

***

Version R
{
  "formula": "C3H3NO2",
  "method": "ωB97M-V with the def2-TZVPD basis set",
  "lumo_energy_ev": 0.594,
  "gap_ev": 9.31,
  "charge": 0,
  "spin_multiplicity": 1,
  "elements": ["O", "C", "C", "O", "C", "N", "H", "H", "H"],
  "positions_angstrom": [[0.4679, -1.4529, 1.1092], [-0.1201, -0.2180, 1.0316], [1.0052, 0.8539, -1.2262], [2.1289, 0.6977, -1.1773], [-1.1077, 0.1310, 0.2265], [-1.7687, 0.5779, -0.7152], [0.1990, -1.9773, 0.3441], [0.2318, 0.4760, 1.7835], [-1.0363, 0.9118, -1.3763]]
}

***

Most stable structure - version Q; separation to the second - 0.535 eV.

***

Version P
{
  "formula": "C7H14N2O2S2",
  "method": "ωB97M-V with the def2-TZVPD basis set",
  "lumo_energy_ev": 0.203,
  "gap_ev": 9.53,
  "charge": 0,
  "spin_multiplicity": 1,
  "elements": ["C", "C", "C", "C", "C", "C", "C", "H", "H", "H", "H", "H", "H", "H", "H", "H", "H", "H", "H", "H", "H", "N", "N", "O", "O", "S", "S"],
  "positions_angstrom": [[0.3371, 2.6595, 1.6508], [0.1875, 3.1318, 0.1601], [0.7979, 0.8699, -0.8247], [1.6816, 0.3278, 0.2699], [-0.5983, 0.0712, -0.5374], [-1.9590, -1.9383, -1.0469], [-1.7483, -2.6904, 0.2829], [1.3167, 2.3149, 1.9230], [0.0851, 3.4587, 2.2649], [-0.2560, 1.7375, 1.6196], [0.2965, 2.6784, -1.7896], [1.2929, 0.6384, -1.7476], [1.0758, 0.5815, 1.1365], [1.6498, -0.7380, 0.1565], [3.9040, -0.4998, 0.9014], [-0.2016, -1.3634, -2.2166], [-1.8853, -2.5746, -2.0152], [-2.7408, -1.2855, -1.1060], [-1.4789, -2.0005, 0.9541], [-2.4986, -3.4515, 0.6599], [-0.6187, -5.0328, 0.1338], [0.5932, 2.2909, -0.9073], [-0.8351, -1.0541, -1.3021], [-0.1672, 4.2136, -0.1068], [-1.4469, 0.4433, 0.3447], [3.3874, 0.8416, 0.6165], [-0.1705, -3.6302, 0.5256]]
}

***

Version Q
{
  "formula": "C7H14N2O2S2",
  "method": "ωB97M-V with the def2-TZVPD basis set",
  "lumo_energy_ev": 0.609,
  "gap_ev": 9.38,
  "charge": 0,
  "spin_multiplicity": 1,
  "elements": ["C", "C", "C", "C", "C", "C", "C", "N", "N", "O", "O", "S", "S", "H", "H", "H", "H", "H", "H", "H", "H", "H", "H", "H", "H", "H", "H"],
  "positions_angstrom": [[0.0702, 1.5887, -0.4021], [0.5792, 0.6809, 0.5076], [-0.3099, 0.5309, 1.5937], [-1.3823, 1.3900, 1.5530], [2.8556, 0.8251, -0.6295], [1.4481, -1.2726, -0.7573], [1.8333, -0.1211, 0.1367], [-3.8853, 0.5950, -0.0631], [-3.1057, -1.7382, 0.2643], [-2.5801, -0.5962, -1.9719], [2.4929, -0.6543, 1.2504], [-1.3105, 2.3917, 0.1585], [-2.4931, -0.3422, -0.5320], [0.6078, 1.8122, -1.4212], [-3.7148, 1.6295, -0.2914], [-0.1738, -0.1544, 2.3888], [-2.2427, 1.5618, 2.1269], [3.8467, 0.4346, -0.4385], [2.8769, 1.7856, -0.0330], [2.6276, 1.0109, -1.6545], [2.3330, -1.8675, -1.0538], [1.0977, -0.9058, -1.7851], [0.5922, -1.7436, -0.2348], [-4.7739, 0.1019, -0.5374], [-2.9591, -2.6616, -0.0864], [-2.5530, -1.5721, 1.1285], [2.7933, 0.0169, 1.8065]]
}

***

Most stable structure - version P; separation to the second - 0.167 eV.

***

Version P
{
  "formula": "C2H2FNO",
  "method": "ωB97M-V with the def2-TZVPD basis set",
  "lumo_energy_ev": [-0.603, -0.601],
  "gap_ev": [8.91, 8.93],
  "charge": 0,
  "spin_multiplicity": 1,
  "elements": ["C", "C", "N", "O", "F", "H", "H"],
  "positions_angstrom": [[1.6516, 0.5019, 0.0199], [-1.2752, -1.0538, 0.1252], [1.5959, -0.6363, 0.0940], [-1.6713, -0.1885, -0.5099], [-1.1489, 1.4625, -0.2145], [1.5705, 1.5501, -0.2825], [-0.7227, -1.6359, 0.7678]]
}

***

Version Q
{
  "formula": "C2H2FNO",
  "method": "ωB97M-V with the def2-TZVPD basis set",
  "lumo_energy_ev": [-1.194, -1.197],
  "gap_ev": [8.66, 8.65],
  "charge": 0,
  "spin_multiplicity": 1,
  "elements": ["C", "C", "N", "O", "F", "H", "H"],
  "positions_angstrom": [[0.4095, 1.3523, -1.3971], [-1.1453, -0.4691, 0.1617], [-0.8231, 0.6460, 0.3684], [-0.5094, 0.8658, -1.8608], [-0.8715, -0.9729, -1.9758], [1.4004, 1.3458, -1.1605], [-1.2751, -1.3052, 0.7674]]
}

***

Most stable structure - version P; separation to the second - 1.065 eV.

***

Version P
{
  "formula": "C2H3FNP",
  "method": "ωB97M-V with the def2-TZVPD basis set",
  "lumo_energy_ev": -0.561,
  "gap_ev": 9.17,
  "charge": 0,
  "spin_multiplicity": 1,
  "elements": ["C", "C", "N", "F", "P", "H", "H", "H"],
  "positions_angstrom": [[-0.2885, -0.4519, -0.5531], [0.5928, -1.0403, 0.8290], [-0.5649, 0.8241, -0.4352], [-0.5760, -3.1406, -0.0729], [0.5177, -2.7338, 1.0917], [-0.6402, -0.7711, -1.7022], [1.2897, -0.2210, 1.0370], [-0.2206, 1.1208, 0.5782]]
}

***

Version Q
{
  "formula": "C2H3FNP",
  "method": "ωB97M-V with the def2-TZVPD basis set",
  "lumo_energy_ev": 0.390,
  "gap_ev": 8.88,
  "charge": 0,
  "spin_multiplicity": 1,
  "elements": ["C", "C", "N", "F", "P", "H", "H", "H"],
  "positions_angstrom": [[0.3855, 0.3986, -0.0641], [0.3915, -1.0246, 0.1392], [0.9684, 1.4684, -0.3114], [-1.9918, -0.0405, -0.7678], [-1.3370, -0.0063, 0.7737], [0.1317, -1.6575, -0.7172], [0.9634, -1.4673, 1.0613], [0.4883, 2.3292, -0.1138]]
}

***

Most stable structure - version Q; separation to the second - 0.854 eV.